Entry 1:
105
Properties=species:S:1:pos:R:3:forces:R:3:lowdin_charge:R:1 method="wB97M-V/def2-TZVPD" charge=+1 multiplicity=1 e_lumo_ha=-0.11879 e_homo_ev=-12.24
H 4.099903 0.853178 1.969952 -0.36 0.10 0.14 0.120
O -12.702305 -1.546158 0.215018 0.70 0.63 0.49 0.150
C -6.425403 -0.973116 0.399850 1.13 -0.16 0.53 -0.072
H -1.151817 5.113531 0.092026 -0.15 0.23 -0.08 0.152
O 3.528525 -5.356654 1.204268 -1.86 0.03 -0.87 0.107
C -12.344036 0.470568 -0.782674 0.12 1.14 -0.70 -0.069
H 0.481808 -6.707961 -0.800077 -0.08 0.15 0.22 0.157
F 2.431556 2.621168 2.479724 -0.83 -0.24 0.36 0.091
H -1.821219 4.430601 -1.407516 0.22 0.10 -0.02 0.130
C 3.314212 0.456022 2.621369 1.63 0.33 0.66 -0.067
H -0.802503 -0.205047 -0.137949 -0.17 0.01 -0.30 0.119
C 9.135193 -6.536972 -1.288063 -0.91 -0.58 0.80 -0.075
H -0.333302 1.166024 -1.169033 -0.18 0.07 0.17 0.152
O 1.535615 6.945946 -2.040081 -2.62 -0.98 0.98 0.144
C -11.485153 -1.060575 0.588412 2.09 -1.35 1.44 -0.493
B 6.116427 -2.151729 1.464577 3.13 1.40 0.13 -0.418
O -7.786890 3.337500 -1.962525 0.12 0.64 -1.00 0.087
F -4.388924 3.670754 -2.034490 0.74 0.03 -0.03 0.065
H -12.623413 1.526279 -0.729616 0.20 -0.16 0.12 0.147
C 5.782657 5.911460 2.353648 0.15 0.74 0.73 -0.327
C 10.011541 -4.758976 -2.304282 0.45 2.99 -1.23 -0.503
H -14.004816 0.007230 0.553880 -0.10 -0.13 -0.14 0.178
C 0.223799 -5.088541 0.612332 -1.28 -0.13 0.29 -0.322
C 9.443736 -2.900186 1.101461 -0.46 -0.18 0.98 -0.077
O -8.329339 4.194662 -4.012384 2.12 -0.67 2.11 0.151
N 4.839462 -3.025926 1.470311 0.45 0.24 1.89 0.280
O 6.098073 -0.986302 0.562587 0.46 -3.64 0.61 0.092
C 4.897872 4.010891 1.684317 -0.55 -2.21 -0.54 -0.477
C -7.498726 3.941275 -3.155794 -2.77 0.33 -2.19 -0.497
O -8.379429 -0.533016 -0.685979 0.34 -0.76 0.27 0.132
H -6.632857 3.246748 -0.241595 -0.09 -0.01 -0.33 0.140
H 4.988452 -3.854365 2.119979 -0.44 0.71 -1.43 0.176
C 4.937126 6.174175 1.154583 -0.22 1.08 -0.83 -0.066
C 0.432481 6.568431 -1.681689 3.08 0.89 -0.86 -0.502
H -6.224267 2.078646 -1.518979 0.21 0.33 -0.05 0.137
O 1.267022 -5.389587 1.511187 1.40 0.29 -0.64 0.156
C -13.413964 -0.426058 -0.260167 -0.71 -0.35 -0.43 -0.330
O -0.598290 7.404087 -1.372071 0.43 -0.75 -0.47 0.147
O 9.115969 -5.124458 -1.336890 0.58 0.49 -0.57 0.035
H 0.307113 -5.101988 -1.544020 0.27 -0.04 0.13 0.153
H -2.216950 6.618780 -2.365858 -0.08 0.11 0.16 0.181
O 7.183256 -2.550687 2.394894 -2.86 1.79 -3.87 0.009
C -2.167189 0.199244 -1.768337 0.07 -0.61 -0.62 -0.319
F -1.896193 -1.052720 -2.200553 -0.01 -0.15 -0.23 0.085
F 5.540693 6.821953 3.323245 0.19 0.02 0.11 0.088
C -7.638024 -0.107069 0.434633 -0.35 0.52 0.19 -0.310
O 0.077069 5.254057 -1.549110 0.43 0.90 -0.26 0.069
O 10.699071 -5.831662 -2.787314 -0.42 0.72 0.76 0.152
O 2.108803 -5.471049 -0.585202 0.95 0.26 1.49 0.082
O -3.389394 0.171918 -1.066660 0.18 0.84 0.41 0.130
O -4.192310 1.575248 0.544450 2.15 -1.13 -1.43 0.143
C 2.101590 1.322069 2.656152 0.15 1.47 0.31 -0.301
C 10.476511 -6.861717 -1.851185 0.39 -0.87 -0.48 -0.328
H -8.243317 -0.218476 1.340574 -0.02 0.16 -0.14 0.176
C 8.482677 -1.947529 2.080387 3.58 0.51 0.72 -0.218
O 5.334019 4.653367 2.803993 -0.08 -0.64 -0.96 0.149
H 5.440927 6.810061 0.421626 -0.12 -0.28 0.00 0.152
C -1.182236 0.630182 -0.735933 1.25 0.00 0.11 -0.078
H -5.639711 -0.575960 -0.251568 -0.25 0.16 0.08 0.123
H 9.080970 -1.892660 3.112191 -1.60 -0.13 -2.18 0.147
H 4.110276 -2.431139 1.964268 0.28 -0.69 -1.14 0.160
O -10.695349 -1.663685 1.295757 -1.62 1.44 -1.61 0.142
O 1.360185 0.896122 1.535540 0.19 -1.59 -0.01 0.157
C -5.661155 4.121639 -1.958376 0.19 0.11 -0.14 -0.322
H 6.241808 -1.259685 -0.397445 -0.30 0.69 1.69 0.150
F -2.606042 7.054467 -0.443739 -0.25 0.13 -0.02 0.083
H -12.058837 0.233940 -1.813236 -0.22 -0.14 0.11 0.154
H 3.972118 6.626063 1.407458 0.20 -0.02 0.19 0.154
C 2.397339 -5.404258 0.750372 1.29 -0.29 0.39 -0.481
O 2.815607 -0.747790 2.073483 -1.08 -0.54 -0.65 0.034
H 8.448202 -0.849907 1.675813 -0.46 -2.20 0.67 0.137
H 3.734819 0.289145 3.616675 -0.17 -0.15 -0.14 0.157
H -5.680779 5.102525 -1.471551 0.23 -0.07 -0.07 0.180
O 4.692904 2.810162 1.620251 1.00 2.70 -0.07 0.109
O 10.178935 -3.611685 -2.683189 -0.59 -2.71 1.02 0.144
H 0.048588 -4.007487 0.600364 -0.08 -0.11 0.12 0.172
H -6.004796 -1.139994 1.395156 -0.12 -0.14 -0.18 0.150
O -6.172191 4.231998 -3.267401 -0.50 0.10 0.44 0.142
H 9.363806 -3.996092 1.560561 0.10 2.26 -1.28 0.097
H 9.112204 -2.858924 -0.032150 0.81 -0.18 2.43 0.080
F -7.308059 1.192030 0.258205 -0.24 0.12 0.28 0.056
C -1.222325 5.245920 -0.992820 -0.45 -1.21 0.28 -0.079
O 4.725259 4.875510 0.638318 0.18 -1.27 0.89 0.088
H -2.248354 0.879480 -2.622861 -0.05 -0.22 -0.04 0.181
C 0.709251 -5.643061 -0.683255 -0.73 -0.25 -1.26 -0.060
F -14.231842 -0.832626 -1.256882 -0.26 -0.03 0.03 0.084
C 1.690945 -0.415215 1.369208 -1.51 -1.36 -1.65 -0.477
H 4.537445 -3.303459 0.508346 -0.02 0.02 1.23 0.173
C -6.547975 3.106273 -1.322546 0.06 -0.44 1.04 -0.102
C -8.048670 -1.844353 -0.852311 -1.58 -2.37 -1.87 -0.501
H 6.856719 5.866014 2.144257 -0.08 0.07 0.19 0.180
O -1.953401 1.482624 0.086621 -1.27 0.01 -0.05 0.074
F 10.449202 -8.040166 -2.513131 0.16 -0.10 0.06 0.089
F -0.891953 -5.731295 1.024190 0.02 0.18 0.07 0.097
H 10.586459 -2.582619 1.242237 -2.70 -0.45 -0.46 0.109
H 9.017020 -6.895419 -0.261933 0.01 0.23 -0.11 0.145
O -8.681970 -2.628051 -1.539781 1.63 1.97 1.61 0.149
C -3.258677 1.113178 -0.090127 -2.03 1.33 1.87 -0.498
O 1.057644 -1.198913 0.681738 1.60 1.39 1.46 0.130
C -1.746945 6.587110 -1.377115 -0.64 0.53 0.32 -0.330
H 8.313856 -6.932280 -1.895126 0.28 -0.10 -0.08 0.151
H 1.496298 1.210662 3.562093 -0.02 0.17 -0.11 0.185
O -6.924008 -2.176928 -0.148036 -0.91 0.07 -0.50 0.081
H 11.284279 -6.867944 -1.111597 0.00 -0.14 -0.16 0.180
O -11.259990 0.189206 0.079666 -0.06 -1.00 0.72 0.064


Entry 2:
73
Properties=species:S:1:pos:R:3:forces:R:3:lowdin_charge:R:1 method="wB97M-V/def2-TZVPD" charge=+1 multiplicity=1 e_lumo_ha=-0.20265 e_homo_ev=-11.00
H -3.937067 1.464224 0.169138 -0.01 -0.02 0.04 0.129
C 3.585780 -3.166113 -3.508262 0.11 -0.63 -0.83 -0.223
C -0.968734 2.797994 3.867003 0.12 -0.26 0.03 0.016
C 0.422453 1.499955 1.263927 2.09 0.59 -0.39 -0.057
C 4.443523 -3.420939 -5.724863 0.10 0.01 -0.22 -0.035
C -5.233627 -0.105187 0.815416 -0.21 -0.01 0.10 -0.247
H 4.343142 4.602299 1.538111 -0.07 0.10 0.07 0.129
H 0.068047 2.626945 3.594626 0.07 0.08 0.02 0.074
H 2.975198 -6.001536 -1.961754 0.53 -0.64 0.00 0.034
H -3.116246 -0.122548 2.656452 -0.11 0.16 -0.13 0.170
N 6.536320 3.722797 0.374765 2.86 1.56 -0.15 -0.303
N -1.882025 1.442212 1.967377 0.87 -0.79 -0.59 0.084
H 4.609642 -1.635771 -4.572043 0.04 0.13 0.03 0.113
H 3.883669 -2.721283 -1.438411 -0.20 -0.09 0.01 0.094
C -6.649131 -1.908080 1.537879 0.10 -0.24 0.16 -0.067
H -3.250923 4.137075 4.842786 -0.06 0.05 0.12 0.093
H 0.495544 2.466383 1.714949 0.08 0.18 0.06 0.059
O 6.640709 4.846403 0.906351 -0.65 -2.13 -0.86 0.086
C 5.108248 1.784135 -0.130574 0.94 0.30 -0.16 0.034
C -3.871767 0.521499 0.722674 0.20 0.21 -0.41 -0.084
C -1.913747 2.777297 2.667892 -0.48 0.67 0.49 -0.430
H 2.287165 -4.311321 -1.464103 0.08 0.62 0.34 0.005
C -4.092602 1.764021 2.910159 0.31 0.73 0.34 -0.385
H -1.024985 3.747694 4.395292 -0.06 0.07 -0.14 0.096
H 2.336908 -2.150955 -2.100269 0.03 -0.19 0.11 0.086
O 7.478853 3.164080 -0.216564 -1.97 0.66 0.98 0.090
H -8.738681 -1.679365 1.164221 -0.10 -0.05 0.01 0.109
H -8.473975 0.513292 0.087297 -0.12 0.10 -0.08 0.108
H 3.833563 -1.315988 -2.494492 0.07 -0.09 -0.25 0.065
H -0.926324 -0.099625 0.919920 -0.42 -0.35 -0.05 0.153
H 3.793721 0.160444 -0.508906 0.02 -0.25 -0.12 0.106
C 3.903950 1.132169 -0.061332 -0.88 0.09 0.33 0.021
C -3.826668 3.992748 3.930521 0.42 0.17 -0.05 0.004
C -5.396062 -1.344444 1.414025 0.15 0.11 -0.06 -0.043
H 3.067631 -7.080976 -5.673293 0.06 0.20 0.05 0.086
H 3.280180 -7.246676 -3.935694 -0.17 0.10 0.16 0.094
H 4.960686 -3.015947 -6.579717 0.07 0.06 -0.12 0.116
H 4.120818 -5.329978 -6.617145 -0.01 -0.11 -0.07 0.118
C -7.608875 -0.011889 0.456573 -0.16 0.14 -0.10 -0.066
H -1.259103 2.015434 4.565591 -0.02 -0.06 0.03 0.108
H 1.309071 -5.386017 -2.675188 -0.66 -0.22 -0.52 0.031
H -6.762781 -2.865596 2.018467 0.01 -0.16 0.06 0.108
C -1.699545 3.912966 1.673700 0.01 -0.05 -0.25 0.016
C -7.758116 -1.241787 1.061366 -0.25 -0.08 0.00 -0.074
C 2.981571 2.986765 1.172410 -0.20 -0.66 -0.26 0.018
H -0.739373 3.856033 1.169945 0.06 0.08 0.02 0.075
C 2.820612 -6.631246 -4.709552 -0.13 -0.37 -0.01 -0.028
H -3.210605 -0.128258 0.139353 0.07 0.00 0.12 0.123
H -4.867868 3.807912 4.189691 0.12 -0.17 -0.12 0.104
H -6.240697 1.521329 -0.121823 -0.03 0.24 -0.12 0.112
C 2.797219 1.712510 0.593023 1.39 0.78 -0.07 -0.189
C -3.237438 0.810368 2.088529 0.32 -1.11 -0.22 -0.133
N -3.307961 2.861611 3.184757 -0.02 -1.20 -0.68 -0.031
H 1.737008 -6.676218 -4.597319 0.04 0.02 0.25 0.093
C -6.356296 0.553630 0.336126 0.32 0.06 0.01 -0.039
N 3.129756 -4.449593 -3.551931 0.53 0.52 -0.77 0.050
C -0.805929 0.876102 1.354501 -3.13 1.01 1.43 0.047
C 5.263375 3.036724 0.447651 -1.18 -0.75 0.01 -0.117
H 1.521488 0.049168 0.180733 -0.01 -0.43 -0.19 0.130
C 4.190662 3.629833 1.098547 0.51 0.55 0.11 0.031
C 4.247346 -2.649615 -4.603520 0.05 0.16 0.01 -0.019
O -5.244084 1.592961 3.248202 0.93 0.05 -0.29 0.128
H -4.529663 -1.859176 1.793575 0.18 -0.26 0.12 0.111
C 3.395266 -2.300198 -2.318135 -0.08 0.33 0.54 -0.057
H -3.763597 4.897110 3.328039 -0.09 0.10 0.02 0.093
H 2.162745 3.461033 1.680899 -0.06 0.24 0.14 0.109
H -1.768010 4.882653 2.162158 0.03 -0.05 0.13 0.096
H 5.957004 1.344657 -0.630330 0.04 -0.09 -0.05 0.130
B 2.401202 -5.054726 -2.372219 -0.80 -0.47 1.46 -0.386
C 1.558688 1.014466 0.650918 -1.88 0.02 0.63 0.060
C 3.313208 -5.232073 -4.652329 0.23 0.64 0.02 -0.223
H -2.474182 3.869521 0.910477 -0.05 0.00 -0.06 0.103
C 3.974717 -4.713324 -5.746279 0.12 0.10 -0.21 -0.009


Entry 3:
74
Properties=species:S:1:pos:R:3:forces:R:3:lowdin_charge:R:1 method="wB97M-V/def2-TZVPD" charge=+1 multiplicity=1 e_lumo_ha=-0.09682 e_homo_ev=-10.11
H 2.906927 -0.154649 -4.474168 0.03 -0.02 0.00 0.061
C 1.418034 -2.469141 1.464009 -0.11 -0.19 0.08 -0.071
H -3.352938 1.796008 -1.457911 0.02 -0.03 0.00 0.050
C -1.298529 -0.899386 1.445166 -0.22 -0.26 -0.12 -0.158
N -0.521447 0.032722 1.046180 -0.11 0.36 0.25 -0.116
H 0.954586 -3.727389 3.149430 0.06 0.01 -0.02 0.108
C 2.599685 3.019558 2.248282 0.06 -0.02 -0.12 -0.020
H -0.386807 4.199200 -0.529891 -0.01 0.03 -0.07 0.059
H -0.211188 -1.517886 -3.894672 0.07 0.04 -0.03 0.022
H 2.692732 -1.512787 -3.351552 -0.02 0.03 0.01 0.060
H -0.424930 2.693422 0.886857 -0.13 0.04 -0.24 0.071
H -1.009940 0.048140 -4.054405 0.04 0.02 -0.03 0.031
C -2.959193 -4.136083 0.095912 0.05 0.19 0.11 -0.255
C 0.466767 2.145855 1.183184 0.18 0.14 -0.16 -0.424
H -2.720285 0.771663 -2.742526 0.01 0.03 0.00 0.018
H 2.069088 2.465460 -3.084834 -0.04 0.04 0.08 0.097
P -0.990746 2.167982 -1.719741 -0.50 -0.19 -0.32 0.849
C 2.534009 4.630381 4.018058 0.02 0.01 0.01 -0.071
H -1.714090 -6.675868 -1.776825 -0.03 0.03 0.02 0.110
C -4.313542 -4.456873 0.017918 -0.04 0.01 -0.03 -0.033
C 2.864700 -0.936428 3.257387 0.07 0.19 -0.13 -0.092
H 1.881860 -1.798635 -1.068533 0.45 -0.14 -0.12 0.038
C 2.056989 -1.321252 1.005617 0.43 -0.09 -0.53 -0.306
C -3.797570 -6.345284 -1.378114 0.00 0.00 -0.02 -0.071
H 3.036647 5.234569 4.763205 -0.02 0.00 -0.05 0.111
H 3.521625 -0.054588 -2.806966 -0.01 0.04 -0.04 0.056
H 3.321931 0.297155 1.567304 0.01 -0.01 0.04 0.099
C -0.089845 2.754920 -3.243195 0.16 -0.08 0.08 -0.355
H -3.032549 2.495873 -3.052813 0.00 -0.01 0.04 0.053
C 2.190892 -2.062868 3.689482 -0.03 -0.11 0.10 -0.674
H -2.042532 3.697546 -0.144223 0.01 0.00 0.03 0.055
Br -1.143501 -1.813520 -1.241854 0.14 0.20 -0.31 0.983
H -0.365842 0.999072 2.827300 -0.17 0.02 0.06 0.161
H 1.397840 1.981681 -4.637335 0.05 0.03 -0.03 0.093
C 2.011040 -0.930178 -0.430404 -1.03 0.09 0.62 -0.222
H 2.805184 -0.254278 -0.724403 0.33 -0.29 0.10 0.046
H 0.879129 -3.098102 0.761565 0.01 0.01 0.03 0.097
C -2.026923 -4.940556 -0.557330 0.01 -0.04 -0.01 -0.072
H -5.044262 -3.837359 0.526313 0.04 -0.05 0.01 0.118
C 1.153347 4.685392 3.914801 -0.02 0.03 -0.02 -0.017
H -4.124510 -7.204299 -1.950677 0.01 0.03 0.03 0.109
H -1.698193 4.457284 -1.708497 0.00 0.02 0.02 0.060
O -0.868226 3.905590 2.850997 0.10 -0.08 -0.04 0.048
H 3.149949 2.383764 1.569855 0.00 0.01 0.00 0.099
C -0.047131 -0.460091 -4.110714 0.01 -0.21 0.00 -0.248
H 0.153746 3.803672 -3.081644 -0.08 0.06 -0.02 0.082
C 2.714325 -0.426049 -3.435894 0.06 -0.11 0.04 -0.225
C -1.752594 -1.965529 0.565395 0.25 0.32 0.10 -0.547
C 1.208100 1.995046 -3.562953 -0.12 0.13 -0.04 -0.367
H 3.446749 -0.351631 3.958788 -0.02 -0.02 -0.04 0.110
C 0.501310 3.897644 2.974667 -0.08 -0.03 0.07 -0.263
C 3.266553 3.804785 3.175288 -0.03 0.02 0.00 -0.071
C -2.676773 1.773940 -2.314543 0.00 0.06 -0.12 -0.259
O 1.244853 1.764890 0.095066 0.61 0.36 0.14 -0.308
N -0.030152 0.949751 1.877687 0.58 -0.12 -0.02 0.068
C 1.215390 3.042193 2.138960 0.09 -0.14 0.22 -0.099
H -0.968731 -4.720563 -0.470354 -0.04 -0.01 0.01 0.098
H -1.621157 -0.943603 2.481128 0.01 -0.02 0.04 0.147
C -2.445473 -6.044850 -1.287162 0.00 0.05 0.02 -0.067
H 4.347192 3.775284 3.241453 -0.07 -0.01 0.00 0.107
H -1.234843 4.558302 3.454525 -0.04 0.05 0.05 0.110
Rh 0.332765 0.285657 -0.850522 -1.04 -0.63 0.39 0.553
Cl 2.288633 -2.541568 5.358075 -0.04 0.04 -0.04 0.668
P 1.130408 0.291476 -2.947413 0.22 0.57 -0.36 0.727
C 1.466160 -2.839367 2.798839 -0.09 -0.04 -0.05 -0.102
H -0.792683 2.719038 -4.076282 0.04 -0.06 -0.05 0.085
H -2.888621 -2.944586 1.943827 0.00 -0.04 -0.02 0.137
C 2.790778 -0.576660 1.918190 0.11 0.09 0.29 -0.045
H 0.351459 -0.372739 -5.122917 -0.06 0.00 -0.01 0.064
C -1.307035 3.785067 -0.942302 0.00 0.05 0.10 -0.249
H 0.578003 5.337411 4.565505 0.03 -0.04 -0.03 0.118
C -4.731035 -5.548980 -0.727190 0.01 0.01 0.02 -0.067
H -5.786101 -5.783924 -0.792634 0.04 0.01 0.00 0.110
C -2.529471 -2.979849 0.917177 -0.21 -0.34 0.05 -0.077